# C4H4CoO

A molecular structure, C4H4CoO (the ωB97M-V functional and the def2-TZVPD basis, OMol25).

The geometry in XYZ format:
```
10
C4H4CoO, DFT the ωB97M-V functional and the def2-TZVPD basis
O -0.088 1.729 -1.237
C 0.070 -1.108 0.411
H -1.306 1.339 0.339
Co 0.088 3.355 -1.726
H -0.851 -0.992 -1.502
H 0.513 -2.029 2.219
C -0.713 0.942 -0.501
C 0.888 -1.538 1.318
C -0.553 -0.475 -0.587
H 1.951 -1.223 1.267
```

## Properties
- Electronic energy: -43862.5252 eV
- Total charge: +2
- Strongest force on any atom: 0.06453 Eh/bohr
- Spin multiplicity: 4
- Energy relative to the best compared isomer or geometry (same formula, charge and spin): 0.0 kcal per mole
- Expectation value of S²: 3.757
- LUMO level (alpha / beta): -11.873 / -13.084 eV
- Frontier orbital gap (alpha / beta): 6.4 / 5.1 eV
- HOMO level (alpha / beta): -18.24 / -18.20 eV

---

# C2H4ClNO

2 unconnected molecules or ions with the total composition C2H4ClNO (the ωB97M-V functional and the def2-TZVPD basis, OMol25).

The geometry in XYZ format:
```
9
C2H4ClNO, DFT the ωB97M-V functional and the def2-TZVPD basis
H -0.134 -1.160 2.036
Cl -1.902 0.066 1.231
H 0.213 -0.962 0.365
N 0.805 0.839 -1.762
C -0.234 -0.527 1.228
O 1.910 1.224 -1.909
H 0.560 0.153 1.365
H -1.079 -0.043 -1.340
C -0.139 0.411 -1.215
```

## Properties
- Electronic energy: -18194.7700 eV
- Total charge: 0
- Strongest force on any atom: 0.04490 Eh/bohr
- Spin multiplicity: 1
- Energy relative to the best compared isomer or geometry (same formula, charge and spin): 99.6 kcal per mole
- LUMO level: 0.749 eV
- Frontier orbital gap: 10.8 eV
- HOMO level: -10.06 eV
- Structure (SMILES): C#[N+][O-].CCl

---

# C22H18BrN6O2Ru

A molecular structure, C22H18BrN6O2Ru (the ωB97M-V functional and the def2-TZVPD basis, OMol25).

The geometry in XYZ format:
```
50
C22H18BrN6O2Ru, DFT the ωB97M-V functional and the def2-TZVPD basis
C -0.093 3.199 -2.902
O 1.188 -1.828 0.764
C 1.892 -4.557 0.180
H -1.931 3.143 -5.557
H 2.623 -2.981 -2.785
N 1.856 1.859 1.109
C 2.053 -3.423 -0.782
C -2.599 -0.931 1.709
H 2.053 1.956 3.223
N 0.933 3.568 -2.091
H 2.732 1.416 1.155
C 0.045 1.342 2.719
H -4.588 -1.254 4.439
C -0.575 2.014 -2.268
C -2.968 0.177 4.385
H 1.902 3.885 0.292
Ru 0.578 0.069 0.159
H -0.609 2.012 4.604
H -2.591 -1.210 0.754
C 1.069 2.725 -1.076
H 2.978 2.715 -0.288
C -2.194 1.796 -3.918
C 2.474 -3.757 -2.060
C 1.549 -2.127 -0.423
H 1.734 4.139 -2.360
H 1.578 -4.408 1.193
C -1.516 2.833 -4.604
H 1.070 3.164 2.721
C -1.644 1.313 -2.770
O 1.352 -1.209 -1.297
C -1.847 0.526 3.523
C 2.148 -5.733 -0.342
C 2.458 -5.971 -1.679
C -1.710 -0.045 2.308
N 2.707 -4.970 -2.491
N -0.748 1.429 3.770
Br 2.028 -7.155 0.870
C -3.669 -1.334 2.582
H -0.011 4.400 -4.738
C -0.425 3.617 -4.157
N -0.516 0.467 1.845
C -3.793 -0.758 3.846
H -3.313 0.628 5.366
H -3.012 1.274 -4.500
H 2.430 -7.104 -1.894
C 1.995 2.849 0.012
H -4.471 -2.066 2.399
H -2.123 0.459 -2.267
N 0.210 1.702 -1.123
C 1.312 2.146 2.445
```

## Properties
- Electronic energy: -108736.1683 eV
- Total charge: +3
- Strongest force on any atom: 0.13789 Eh/bohr
- Spin multiplicity: 5
- Expectation value of S²: 6.030
- LUMO level (alpha / beta): -9.731 / -13.475 eV
- Frontier orbital gap (alpha / beta): 6.6 / 2.8 eV
- HOMO level (alpha / beta): -16.31 / -16.30 eV

---

# C7H32NO8

9 unconnected molecules or ions with the total composition C7H32NO8 (the ωB97M-V functional and the def2-TZVPD basis, OMol25).

The geometry in XYZ format:
```
48
C7H32NO8, DFT the ωB97M-V functional and the def2-TZVPD basis
H 2.797 0.321 2.681
H -0.627 -0.726 0.036
N -2.441 2.045 -0.618
H -0.596 4.705 0.302
H 1.397 -0.155 2.222
C -1.683 1.318 2.405
C -1.751 0.284 1.568
H -3.465 -0.669 2.497
C -2.573 -0.926 1.911
H -1.094 2.211 2.247
H -0.871 -2.290 2.257
H 2.101 2.802 -0.023
H -1.372 -1.443 3.682
C -1.926 0.659 -0.906
C -1.192 0.687 -2.235
H -2.350 -2.778 2.989
H -2.789 -0.018 -0.989
O 2.170 0.354 1.951
H -2.980 -1.436 1.042
O 1.722 2.905 0.885
H -1.627 2.697 -0.431
C -1.756 -1.893 2.769
H 3.284 -2.341 -2.786
H 1.886 2.045 1.335
O 2.700 -2.355 -2.029
C -1.028 0.271 0.256
H -2.225 1.351 3.347
H 1.794 -2.508 -2.390
H 0.446 -3.838 -1.841
H 0.192 3.424 0.638
H 2.982 -0.052 0.365
H -0.816 -0.316 -2.448
H -3.043 2.009 0.204
H -0.150 0.931 0.255
O 1.597 -4.654 -0.810
H 3.244 2.730 -1.936
H 1.970 -5.534 -0.931
H 2.790 1.358 -1.365
H -2.997 2.378 -1.402
O 3.327 -0.058 -0.558
O -0.756 3.761 0.490
H -0.279 1.278 -2.169
O 0.133 -3.168 -2.500
H -0.159 -3.688 -3.238
O 2.470 2.263 -1.633
H 2.311 -4.034 -1.025
H -1.807 0.996 -3.079
H 3.041 -0.901 -0.993
```

## Properties
- Electronic energy: -25644.4295 eV
- Total charge: +1
- Strongest force on any atom: 0.02387 Eh/bohr
- Spin multiplicity: 1
- Energy relative to the best compared isomer or geometry (same formula, charge and spin): 0.0 kcal per mole
- LUMO level: -2.287 eV
- Frontier orbital gap: 10.4 eV
- HOMO level: -12.71 eV